Computed, not measured: a structure of composition C21H33Cl2N4O3SY in a non-equilibrium geometry, with ωB97M-V/def2-TZVPD.

Summary:
lowest unoccupied orbital energy	0.090	eV
largest force on an atom	0.0776	Eh/bohr
molar mass	581.399	g mol⁻¹
frontier orbital gap	4.4	eV
relative energy (zero: lowest compared OMol25 entry of this formula, charge and spin)	1.204	eV

Each line ends with the Mulliken charge.
Geometry (Å):
C1 0.942 1.583 4.706  -0.808
H1 1.763 -2.256 4.877  0.299
C2 -3.029 -0.988 -0.678  -0.412
C3 2.770 3.763 -7.366  -0.394
C4 1.124 0.278 5.086  -0.144
H2 0.479 2.400 5.228  0.435
Y1 0.241 0.199 0.277  0.711
H3 2.841 -2.032 3.449  0.346
H4 -1.634 -1.381 3.862  0.128
H5 -4.923 -2.095 -0.873  0.296
H6 0.178 -5.467 1.122  0.331
H7 3.565 5.868 -4.791  0.340
H8 -0.576 -5.476 -0.487  0.358
H9 -4.993 -0.429 -1.477  0.308
C5 -2.051 0.829 2.657  0.042
H10 -2.584 -1.780 -0.069  0.015
H11 2.486 -5.713 -0.048  0.311
O1 0.405 -2.158 0.527  -0.337
C6 1.864 -1.809 3.875  -0.876
S1 2.651 0.080 1.510  -0.437
H12 -3.598 1.595 5.253  0.324
C7 -3.849 1.168 4.271  -0.866
C8 2.545 2.593 -6.625  -0.443
C9 -4.553 -1.073 -0.699  -1.177
H13 3.215 3.793 -3.506  0.382
Cl1 0.503 -0.654 -2.091  -0.538
C10 2.598 2.643 -5.213  0.371
H14 3.187 5.898 -7.268  0.359
H15 1.097 -2.227 3.211  0.302
H16 -1.785 -0.460 5.395  0.263
N1 1.480 1.705 3.434  0.197
N2 1.715 -0.368 4.014  0.353
H17 -2.020 0.879 -3.141  0.160
O2 1.794 1.740 -3.069  -0.541
H18 1.991 -2.411 -0.782  0.334
H19 -2.365 1.980 -1.842  0.145
H20 -3.204 -1.320 4.746  0.405
H21 -4.707 0.493 4.399  0.290
C11 -2.300 -0.763 4.470  -0.880
C12 1.986 1.605 -4.278  0.088
C13 -0.128 -4.833 0.281  -0.935
C14 3.057 3.807 -4.584  -0.377
H22 2.912 -4.423 -1.212  0.294
H23 2.337 1.631 -7.112  0.333
C15 -2.325 -0.033 -1.248  0.660
C16 1.923 0.497 2.975  -0.242
H24 1.379 2.505 2.821  0.285
H25 0.906 -0.237 6.008  0.511
H26 -4.103 1.972 3.572  0.300
H27 -2.334 1.805 2.225  0.329
H28 -3.687 0.995 -2.517  0.417
H29 2.692 3.757 -8.459  0.339
C17 2.094 -5.042 -0.826  -0.839
C18 1.186 -2.871 -0.185  0.192
Cl2 0.319 2.786 0.432  -0.639
H30 1.701 -5.672 -1.635  0.300
H31 -0.843 -4.075 0.613  0.149
C19 3.083 4.965 -6.713  -0.382
N3 -2.722 0.422 3.728  0.284
C20 3.267 4.969 -5.325  -0.403
O3 -1.125 0.114 2.153  -0.273
N4 1.050 -4.180 -0.282  0.251
H32 1.718 0.654 -4.797  0.304
C21 -2.628 0.991 -2.240  -1.048
H33 -4.980 -0.739 0.265  0.148